# 1
Density functional theory data (ωB97M-V/def2-TZVPD) for a molecular structure, C5H12FeN5O2Se3Te.

Highest occupied orbital energy (spin up / spin down) (eV): -7.1 / -7.5
Gap between HOMO and LUMO (spin up / spin down) (eV): 7.36 / 6.19
LUMO level (spin up / spin down) (Eh): 0.0104 / -0.0497
⟨S²⟩: 1.120
Energy above the lowest of the compared OMol25 structures with the same formula, charge and spin (kJ/mol): 0.00

Geometry as ORCA input:
```
! RIJCOSX wB97M-V def2-TZVPD def2/J DEFGRID3
* xyz 0 2
C -1.036 -0.970 -1.904
Fe 1.048 -0.861 0.321
H -1.785 -4.303 1.421
H 2.184 3.879 0.808
H 1.172 1.513 1.369
O -0.013 -2.727 0.483
Te 3.913 -0.661 -0.275
C -0.631 -2.512 1.528
C 2.415 3.390 -0.140
N -1.419 0.568 -0.478
H 2.407 4.147 -0.924
H -0.521 -1.745 -2.441
N -2.255 -0.548 -2.189
N -3.609 1.072 -1.137
N -0.511 -0.302 -0.865
Se 2.303 -1.669 -1.768
H -3.463 1.775 -0.422
H -3.840 1.511 -2.021
O 1.472 1.240 0.496
H -2.386 -3.092 2.601
C 1.403 2.307 -0.452
H -0.940 -4.034 2.957
H 3.415 2.963 -0.075
H 0.386 2.707 -0.480
Se 3.001 -1.508 1.801
Se -0.398 -0.821 2.327
N -2.417 0.390 -1.284
C -1.505 -3.551 2.158
H 1.610 1.842 -1.416
*
```

---

# 2
Density functional theory data (ωB97M-V/def2-TZVPD) for a molecular structure, C2F4I2.

Highest occupied orbital energy (spin up / spin down) (eV): -9.7 / -8.5
Gap between HOMO and LUMO (spin up / spin down) (eV): 8.71 / 7.80
LUMO level (spin up / spin down) (Eh): -0.0380 / -0.0265
Energy above the lowest of the compared OMol25 structures with the same formula, charge and spin (kJ/mol): 88.34

Geometry as ORCA input:
```
! RIJCOSX wB97M-V def2-TZVPD def2/J DEFGRID3
* xyz 0 1
C -0.384 1.366 -1.226
C 0.464 -0.722 0.610
F -1.689 1.215 -1.114
I 0.395 2.960 -0.104
F 1.521 -0.341 1.312
F 0.736 -1.789 -0.134
I 0.389 0.971 -3.121
F -0.590 -0.931 1.386
*
```

---

# 3
Density functional theory data (ωB97M-V/def2-TZVPD) for a molecular structure, C24H30F3O8RuS.

Highest occupied orbital energy (spin up / spin down) (eV): 1.9 / -0.1
Gap between HOMO and LUMO (spin up / spin down) (eV): 1.82 / 3.83
LUMO level (spin up / spin down) (Eh): 0.1362 / 0.1361
⟨S²⟩: 8.786

Geometry as ORCA input:
```
! RIJCOSX wB97M-V def2-TZVPD def2/J DEFGRID3
* xyz -2 6
O 1.455 3.482 3.591
C 3.255 -1.086 -5.724
C -1.773 0.027 4.383
O -0.473 -0.815 1.036
C -1.554 -2.099 3.425
C -0.066 0.841 -3.225
H 1.156 -2.708 3.679
H 1.622 2.742 -1.207
C -2.506 -1.338 2.671
H -0.515 -1.561 5.375
H 0.829 1.465 -3.126
H -1.680 0.855 5.063
C 1.019 1.968 -0.692
H -1.224 -3.112 3.226
C -1.006 -0.698 -1.473
C 0.368 -0.606 -3.455
C -1.125 -1.256 4.542
O -0.570 2.252 2.965
O 2.769 -0.619 -3.187
H 3.160 -1.174 -6.809
H -0.401 -2.653 -6.744
C -0.394 3.195 5.411
H -1.311 -2.278 0.023
C 2.016 0.518 3.140
H -2.344 1.989 -0.094
C -2.592 -0.030 3.208
O 1.910 -0.933 -5.252
F -1.735 3.056 5.602
H 1.358 -0.360 5.112
H 1.120 2.127 0.409
O -0.687 4.697 3.277
H -2.383 -0.949 0.157
C -1.018 -3.006 -5.906
C -1.405 2.551 -0.087
C 2.162 -0.065 1.859
H 2.267 1.536 3.420
C -0.925 0.881 -1.923
F 0.047 4.211 6.176
C 1.393 -1.727 3.284
O -0.486 -2.498 -4.667
H -3.126 0.816 2.782
F 0.212 2.045 5.843
H 3.706 -1.985 -5.296
H 1.481 0.992 -0.909
H -1.964 1.114 -2.177
O -0.828 -0.482 -5.579
H 2.512 0.446 0.965
C -0.377 -1.168 -4.668
C 1.500 -0.477 4.041
H 1.105 -1.317 -1.530
Ru -0.239 -0.511 2.837
C 1.811 -0.715 -3.932
H -2.049 -2.673 -6.039
C -0.434 1.914 -1.027
H -3.033 -1.713 1.798
C 1.747 -1.427 1.918
H -0.960 -4.094 -5.804
H 1.720 -2.145 1.103
H -0.655 1.200 -4.074
H -1.910 -1.027 -2.028
C 0.179 -1.377 -2.130
H 3.867 -0.206 -5.455
H -1.629 3.624 -0.287
H -1.008 2.479 0.948
C -1.315 -1.169 -0.019
H -0.043 -2.440 -2.343
S 0.001 3.471 3.605
*
```

---

# 4
Density functional theory data (ωB97M-V/def2-TZVPD) for a molecular structure, C56H48BClN4O3PS2Sc.

Highest occupied orbital energy (spin up / spin down) (eV): -10.7 / -11.1
Gap between HOMO and LUMO (spin up / spin down) (eV): 4.98 / 5.32
LUMO level (spin up / spin down) (Eh): -0.2111 / -0.2118
Energy above the lowest of the compared OMol25 structures with the same formula, charge and spin (kJ/mol): 458.96

Geometry as ORCA input:
```
! RIJCOSX wB97M-V def2-TZVPD def2/J DEFGRID3
* xyz 2 1
H 2.631 -0.382 -0.009
H 6.607 -0.667 -2.217
C -3.474 1.207 -0.290
H -3.826 4.596 4.235
H -3.077 6.898 -2.157
H 2.689 -7.900 4.808
C -3.886 0.183 0.519
C -4.956 -1.003 -1.460
C 2.301 6.371 -0.647
H -3.394 2.067 -2.244
H 1.262 -9.777 2.613
C -2.741 -3.025 0.307
H -4.196 -0.139 -3.386
C 5.093 3.994 -1.632
C -5.442 4.838 -0.884
O -0.310 -5.197 -1.341
C 5.867 -3.313 -0.378
C 3.157 0.497 -0.391
C 1.939 -7.349 1.495
C 1.989 -7.617 3.994
H -1.072 -1.013 -4.246
C 2.648 -8.028 2.679
C -0.212 0.037 -2.711
C -0.732 9.080 1.485
C -2.725 5.026 -1.176
H 1.105 -8.232 4.139
C -4.630 3.858 -0.339
H -1.656 5.014 -1.505
Cl -0.314 0.823 1.822
C 6.165 -1.326 -1.493
H 2.847 -10.028 3.393
H 2.006 -6.599 -1.852
H 5.006 6.065 -1.568
O -1.158 -5.309 0.796
Sc 0.107 2.003 -0.467
C -3.537 6.082 -1.638
C 3.100 2.747 -0.833
C -0.035 1.304 -3.440
C 6.676 -2.636 -1.183
H -0.930 1.471 4.883
H -3.626 4.340 1.844
C 3.052 5.208 -0.964
H 2.661 -9.959 1.604
C 1.679 -6.649 -0.830
H 4.546 -8.176 3.685
H -0.002 10.924 0.586
C -2.372 2.999 4.711
H -0.057 2.178 -2.690
C 0.050 -6.040 0.793
H 1.629 -6.562 3.990
C -1.600 1.780 2.783
H 2.760 7.330 -0.840
C 4.177 -7.816 2.745
C 4.426 5.164 -1.421
H -6.502 4.730 -0.748
C -1.560 1.972 4.209
C -4.008 -2.421 -0.058
H -1.435 9.525 2.161
H -5.960 -1.088 -1.807
C 0.002 9.852 0.618
H -1.112 6.961 1.885
H -2.264 3.199 5.775
N 2.418 1.664 -0.451
H 0.885 1.470 -3.960
C -4.250 -2.423 -1.583
C 1.056 6.284 -0.003
H -5.489 -1.186 0.692
C -3.683 1.187 -1.691
H 5.972 1.316 -2.036
C 0.459 4.970 0.115
C 0.428 7.510 0.399
H -3.145 -2.125 -3.486
C 5.135 -0.924 -0.649
C -2.487 2.518 2.004
N -1.953 -3.515 -0.767
H -3.560 0.223 1.583
C 2.403 -7.329 0.177
C -4.261 0.066 -2.285
C 2.447 3.995 -0.669
S 1.102 8.982 -0.290
O 0.145 0.018 -1.469
H 0.044 -2.209 -1.743
H 3.348 -7.791 -0.065
H -4.953 -2.883 0.385
H -0.847 1.546 -4.177
C -1.885 -2.932 -2.035
C 4.425 0.376 -0.866
H -2.481 -3.413 1.253
C 0.559 -5.970 -0.511
H 4.427 -6.743 2.631
C 0.614 -6.863 1.743
C -3.102 -2.507 -2.483
H 0.078 -7.132 2.657
C -0.617 -2.320 -2.591
H -0.202 -3.037 -3.316
H -5.155 -3.081 -1.782
H -0.491 4.841 0.606
N -0.791 -1.060 -3.225
C -4.670 -0.994 0.024
C 5.039 1.445 -1.545
C -3.177 3.770 3.904
P -2.400 2.553 0.200
C -0.568 7.710 1.312
C -4.937 6.007 -1.466
H 6.086 4.029 -1.976
H 7.665 -2.929 -1.565
H 6.004 -4.384 -0.097
C -3.165 3.609 2.540
H -5.547 6.839 -1.687
C 4.446 2.741 -1.346
H 4.688 -8.365 1.951
B -1.241 -4.690 -0.444
C 2.351 -9.516 2.559
H -5.144 3.042 0.217
N 1.108 3.849 -0.335
C -3.229 3.936 -0.494
S 4.718 -2.242 0.420
*
```

---

# 5
Density functional theory data (ωB97M-V/def2-TZVPD) for C6H13N in the gas phase.

SMILES: C/C=C/C[C@H](C)N
Highest occupied orbital energy (eV): -8.9
Gap between HOMO and LUMO (eV): 10.07
LUMO level (Eh): 0.0436
Energy above the lowest of the compared OMol25 structures with the same formula, charge and spin (kJ/mol): 94.74

Geometry as ORCA input:
```
! RIJCOSX wB97M-V def2-TZVPD def2/J DEFGRID3
* xyz 0 1
H 0.661 -1.999 0.741
H 0.268 0.967 1.365
H -1.766 1.684 -1.510
H -3.317 0.825 0.351
C 2.564 -1.352 -1.157
H 3.650 -1.352 -1.187
H 2.206 -1.063 -2.148
C -0.881 1.314 -1.002
C 1.810 -0.505 -0.181
C -1.333 0.332 0.069
H -0.647 -0.381 2.006
H -0.172 0.883 -1.707
H 2.218 0.480 0.043
C 0.778 -0.933 0.553
H -0.414 2.171 -0.523
N -2.436 1.041 0.802
H -1.841 -0.539 -0.348
C -0.246 0.044 1.087
H 2.157 -2.370 -1.085
H -2.525 0.719 1.758
*
```

---

# 6
Density functional theory data (ωB97M-V/def2-TZVPD) for a gas-phase ion, C3H10N2 (charge +1).

Highest occupied orbital energy (spin up / spin down) (eV): -13.4 / -13.4
Gap between HOMO and LUMO (spin up / spin down) (eV): 9.63 / 4.06
LUMO level (spin up / spin down) (Eh): -0.1393 / -0.3433
⟨S²⟩: 0.754
Energy above the lowest of the compared OMol25 structures with the same formula, charge and spin (kJ/mol): 128.95

Geometry as ORCA input:
```
! RIJCOSX wB97M-V def2-TZVPD def2/J DEFGRID3
* xyz 1 2
C -1.146 -0.246 -0.394
H 0.948 -1.435 0.465
N 2.074 0.199 1.289
H 2.074 -0.747 -0.616
H -3.197 0.357 -0.513
C 0.233 0.398 -0.382
N -2.255 0.765 -0.562
H 0.481 0.798 -1.366
H 0.115 1.191 0.370
C 1.385 -0.465 0.180
H 1.405 0.160 2.064
H -2.181 1.181 -1.500
H -1.406 -0.731 0.550
H -1.271 -0.940 -1.235
H 2.740 -0.484 1.651
*
```

---

# 7
Density functional theory data (ωB97M-V/def2-TZVPD) for C3H2Cl2O in the gas phase.

SMILES: C=C(Cl)C(=O)Cl
Highest occupied orbital energy (eV): -10.4
Gap between HOMO and LUMO (eV): 9.92
LUMO level (Eh): -0.0193
Energy above the lowest of the compared OMol25 structures with the same formula, charge and spin (kJ/mol): 15.40

Geometry as ORCA input:
```
! RIJCOSX wB97M-V def2-TZVPD def2/J DEFGRID3
* xyz 0 1
C -0.286 -0.306 -0.083
Cl -1.222 -1.454 -0.953
C 0.705 0.497 -0.833
H 0.178 0.608 1.733
O 1.417 1.323 -0.356
Cl 0.777 0.141 -2.546
H -1.140 -0.686 1.809
C -0.430 -0.124 1.229
*
```

---

# 8
Density functional theory data (ωB97M-V/def2-TZVPD) for C4H6O in the gas phase.

SMILES: C=CCC=O
Highest occupied orbital energy (eV): -9.9
Gap between HOMO and LUMO (eV): 10.98
LUMO level (Eh): 0.0385
Energy above the lowest of the compared OMol25 structures with the same formula, charge and spin (kJ/mol): 52.85

Geometry as ORCA input:
```
! RIJCOSX wB97M-V def2-TZVPD def2/J DEFGRID3
* xyz 0 1
H 0.657 -1.052 1.030
C 0.548 -0.462 0.112
H -2.056 -1.197 -0.265
C 1.828 0.331 -0.104
C -1.924 -0.116 -0.123
H 1.695 1.448 -0.265
H 0.411 -1.140 -0.723
H -0.501 1.477 0.279
H -2.859 0.482 -0.071
C -0.708 0.386 0.153
O 2.910 -0.157 -0.022
*
```

---

Q: Which strongest force on any atom values were calculated for the entries above? A: 0.7, 1.0, 7.2, 4.5, 2.1, 4.2, 0.8, 1.3, in eV Å⁻¹.